# 1
Density functional theory data (the ωB97M-V functional and the def2-TZVPD basis) for a single C15H12N2O2S molecule at a distorted geometry.

Maximum force in Eh/bohr: 0.307
E in a.u.: -1236.5069
Structure (SMILES): Cc1cc(=O)[nH]c(SCC(=O)c2ccccc2)c1C#N
HOMO energy in eV: -7.915

```
32
Properties=species:S:1:pos:R:3:forces:R:3
C -3.032884 2.199438 -3.003202 7.520 7.303 -1.637
C -1.892368 1.767000 -2.257650 5.861 -4.357 -0.530
C -0.880519 1.031511 -2.948609 0.662 1.906 9.267
C 0.272376 0.445763 -2.068952 -2.067 1.992 1.292
O 1.279708 -0.123379 -2.349758 1.219 -1.100 -2.195
N 0.264168 0.642257 -0.608190 -6.528 1.553 -4.504
C -0.778532 1.225198 0.078466 1.337 -1.239 -15.685
C -1.639315 1.949024 -0.828470 -1.560 -0.938 0.824
C -2.660923 2.636587 -0.188353 -8.899 5.718 4.937
N -3.640029 3.262489 0.346137 7.831 -4.877 -4.175
S -0.572142 1.530023 1.483770 0.788 3.765 14.551
C 0.730177 0.334553 2.118537 -11.749 2.262 4.158
C 0.259223 -0.870429 1.756513 -3.243 -10.758 -7.935
O -0.943251 -1.343829 1.258911 6.234 3.584 3.926
C 1.472885 -1.798927 1.304958 -7.299 -3.315 -3.163
C 2.526911 -1.957306 2.057403 -1.392 8.908 4.587
C 3.530094 -2.637578 1.795148 6.200 -10.495 -6.946
C 3.441252 -3.610706 0.648536 -0.439 2.012 -1.224
C 2.287985 -3.514821 -0.256838 1.721 -5.449 1.081
C 1.180896 -2.900267 0.206848 7.371 4.554 6.348
H 0.398956 -2.788244 -0.285690 -7.296 0.555 -4.108
H 2.167504 -4.497561 -0.998885 0.398 3.185 1.393
H 4.292824 -4.250670 0.199548 -1.196 1.197 1.515
H 4.469164 -2.804371 2.182777 1.668 0.749 1.870
H 2.893109 -1.039671 2.669500 -1.468 -1.359 0.103
H 0.406745 0.382211 3.222047 0.373 0.235 -0.932
H 1.545936 0.738946 2.121981 9.610 3.342 -0.946
H 1.101718 0.336320 -0.367874 4.334 -1.731 2.541
H -0.862726 0.600087 -3.809728 -0.433 -1.932 -5.640
H -2.931247 1.968201 -4.017671 0.468 -0.153 -1.581
H -3.829212 1.838637 -2.723087 -8.498 -2.988 3.494
H -2.866032 3.376176 -2.842662 -1.528 -2.132 -0.689
```
Forces are in eV/Å.

natural (NBO) atomic charge list, values in e, 5 entries: atom 1 (C): -0.60, atom 2 (C): 0.15, atom 3 (C): -0.35, atom 4 (C): 0.67, atom 5 (O): -0.61

# 2
Density functional theory data (the ωB97M-V functional and the def2-TZVPD basis) for 4 unconnected molecules or ions with the total composition C39H40BrF25O9 at a distorted geometry.

Maximum force in Eh/bohr: 0.182
E in a.u.: -7257.0603
Structure (SMILES): C=CC1=CC(=O)c2c(COCCOCCOCC)c([C@@H](F)CC)cc(CC(=O)Br)c2C1=O.FC(F)C(F)(F)COC(F)(F)C(F)F.FC(F)C(F)(F)COC(F)(F)C(F)F.FC(F)C(F)(F)COC(F)(F)C(F)F
HOMO energy in eV: -8.664

```
114
Properties=species:S:1:pos:R:3:forces:R:3
C 7.276906 1.280500 1.612541 -0.211 -2.988 1.703
C 7.061688 -0.064503 2.283085 -1.049 2.887 -2.124
C 5.521096 -0.675809 2.112963 -2.357 1.382 3.828
C 4.535583 -0.259562 3.146929 1.258 -1.481 -2.954
C 2.930139 -0.728051 3.118852 -1.741 2.240 3.697
O 2.173054 -0.200455 4.099919 4.171 -3.547 -6.041
C 2.413955 -1.789219 1.975233 -0.742 -1.807 -2.043
C 0.847595 -2.374050 1.931183 1.013 -0.923 -2.237
C -0.317701 -1.933839 3.029037 2.495 0.153 0.610
O -0.627118 -0.487258 2.904752 -1.233 -2.449 1.885
C -1.663977 -0.266171 3.955071 -1.237 0.338 -0.522
C -3.067969 0.058350 3.107363 0.744 -0.487 0.912
O -2.761066 1.216708 2.254065 -1.182 -2.353 -0.864
C -3.313707 1.045090 0.890816 0.067 0.968 -0.822
C -2.486442 2.106801 -0.088806 -0.294 0.246 1.141
O -1.269592 1.516209 -0.691188 -0.244 1.734 0.518
C -0.133352 2.453423 -0.587186 1.372 1.012 0.615
C 1.189249 2.008124 -1.474837 -0.885 -0.452 0.125
C 0.359373 -3.441435 0.763504 4.512 1.204 -0.386
C -1.155578 -4.044262 0.592545 0.572 -0.016 -0.689
F -1.430875 -4.052461 -0.892944 0.686 0.032 2.848
C -1.333426 -5.592364 1.112163 -0.597 0.604 -0.215
C -2.805112 -6.112254 0.517927 0.240 1.094 0.014
C 1.498585 -3.930385 -0.309039 0.768 2.167 2.479
C 3.078075 -3.380407 -0.312234 -2.557 0.998 2.529
C 4.042993 -4.010427 -1.484475 -1.665 -0.084 0.575
C 3.723141 -3.267434 -2.924468 2.788 -4.423 -6.055
O 4.092508 -3.909004 -4.064881 -2.584 4.448 7.814
Br 2.780361 -1.499303 -3.132787 0.971 -1.816 0.615
C 3.524908 -2.282348 0.826054 -2.550 -1.152 -0.162
C 5.064030 -1.658518 0.847172 3.580 0.179 -2.663
O 5.982346 -1.844344 -0.104222 -5.792 0.624 5.303
H 8.162602 1.377406 0.852660 -1.048 0.323 2.511
H 6.601518 2.227125 1.877050 0.762 -2.634 -1.629
H 7.910076 -0.604276 2.911434 -1.746 0.504 -2.492
H 4.894425 0.472716 4.015886 -1.177 -1.860 -2.034
H 0.194633 -2.071560 4.096619 -1.005 0.135 -2.202
H -1.259305 -2.628939 3.022203 1.711 1.331 -0.485
H -1.755523 -1.231069 4.625473 -0.091 1.970 -1.284
H -1.422366 0.627277 4.672297 -0.135 -1.562 -1.673
H -3.952139 0.298909 3.838952 1.618 -0.356 -1.302
H -3.368804 -0.900745 2.485516 0.710 1.957 1.067
H -3.207714 -0.037318 0.457635 0.039 1.897 1.020
H -4.469750 1.319648 0.926293 2.361 -0.440 -0.247
H -3.233701 2.527998 -0.914079 1.722 -0.892 1.607
H -2.112109 2.965177 0.632428 -1.124 -1.523 -1.476
H 0.231848 2.494344 0.538271 -0.912 -0.079 -2.124
H -0.422793 3.569017 -0.880190 0.280 -2.402 0.419
H 0.811184 1.541759 -2.479276 0.791 0.749 1.882
H 1.877631 2.918521 -1.744406 -1.465 -1.669 0.765
H 1.796192 1.219032 -0.850542 -1.144 1.490 -1.435
H -1.973837 -3.320330 1.046284 1.822 -1.558 -0.944
H -0.452496 -6.272136 0.721478 -1.739 1.521 0.889
H -1.331742 -5.539566 2.304336 0.048 -0.248 -2.634
H -3.339727 -6.857584 1.245431 1.197 1.304 -1.561
H -2.681470 -6.535564 -0.586222 -0.304 0.817 2.607
H -3.466815 -5.123986 0.450025 1.204 -2.286 0.085
H 1.177109 -4.722096 -1.130341 0.810 1.905 1.861
H 3.686977 -5.141133 -1.625860 0.692 2.579 0.075
H 5.179505 -4.067389 -1.211273 -2.248 0.714 -0.700
C 3.349081 7.974943 -1.835867 -0.497 0.601 -0.818
C 4.502385 8.226553 -0.853239 -0.712 0.608 0.428
C 5.443185 7.042707 -0.644705 0.925 -0.328 0.390
F 4.808485 5.956610 -0.156392 0.439 0.251 -0.031
F 6.410997 7.355125 0.257706 -0.178 0.287 -0.161
F 3.994506 8.671595 0.325995 0.278 -0.290 -0.252
F 5.239828 9.268946 -1.353304 0.082 -0.578 -0.130
O 2.093662 7.604044 -1.258034 0.612 -1.657 0.761
C 1.950643 6.220178 -0.943007 0.211 1.099 -1.810
C 1.834173 5.957731 0.563854 0.049 -0.091 1.057
F 2.897676 6.456811 1.244919 -0.592 -0.009 -0.306
F 1.797951 4.624477 0.827657 -0.048 0.263 -0.514
F 2.958894 5.527753 -1.525421 -0.834 -0.278 0.317
F 0.811819 5.812496 -1.567313 0.287 0.094 0.701
H 3.145778 8.935535 -2.325779 0.038 -0.115 0.358
H 3.635522 7.305207 -2.656366 0.073 0.008 0.407
H 5.940493 6.763849 -1.576977 -0.112 0.116 -0.123
H 0.929425 6.414998 0.973512 -0.037 0.027 -0.257
C -0.919598 -7.511193 -4.082348 0.211 1.115 -0.069
C -0.783935 -8.597699 -3.005279 -0.822 0.503 0.252
C -0.269002 -9.944142 -3.507293 0.370 -0.966 0.228
F -1.072882 -10.489433 -4.443955 0.354 -0.067 0.401
F -0.208879 -10.842360 -2.488371 -0.011 0.359 0.119
F -1.969091 -8.730315 -2.353807 0.346 -0.176 -0.175
F 0.101089 -8.129994 -2.068020 0.186 -0.266 -0.400
O -2.222967 -7.337597 -4.646819 -0.099 -1.763 -0.735
C -2.557209 -8.237712 -5.701739 1.461 1.618 0.115
C -3.698759 -9.194131 -5.334041 -0.662 -0.697 0.345
F -3.413692 -9.911433 -4.216819 -0.220 0.508 -0.355
F -3.920518 -10.096797 -6.326254 0.305 0.485 -0.016
F -1.435657 -8.881275 -6.105691 -0.847 0.134 -0.399
F -2.935023 -7.457061 -6.750892 -0.291 -0.568 0.537
H -0.713213 -6.555394 -3.584416 -0.234 -0.267 0.074
H -0.145682 -7.588611 -4.856217 -0.230 -0.272 0.210
H 0.736863 -9.852216 -3.924418 0.007 0.207 -0.001
H -4.627338 -8.646157 -5.152533 0.175 0.178 -0.092
C -4.332324 6.137157 0.555907 0.572 -0.052 -0.976
C -5.737807 5.716120 1.010136 0.433 -0.917 -0.079
C -6.440128 6.704613 1.937341 -0.908 0.284 0.482
F -5.758645 6.913775 3.083087 -0.461 -0.008 -0.244
F -7.661474 6.231719 2.302439 0.157 -0.154 -0.314
F -5.675383 4.475684 1.561515 -0.125 0.428 0.006
F -6.503774 5.579006 -0.119006 0.075 0.498 0.304
O -3.236725 5.591521 1.297175 -0.427 0.843 1.661
C -2.909387 6.281896 2.501755 -0.033 0.504 -2.047
C -3.162073 5.442771 3.760761 -0.311 -0.644 0.812
F -4.450091 5.018676 3.832317 0.654 0.015 -0.185
F -2.931218 6.167914 4.887413 0.150 0.155 -0.533
F -3.556499 7.471928 2.519027 0.782 -0.330 0.455
F -1.584696 6.581446 2.410399 -0.396 -0.406 0.398
H -4.200444 5.732144 -0.455357 -0.104 -0.147 0.324
H -4.240066 7.223098 0.429285 -0.185 -0.245 0.278
H -6.594256 7.667813 1.444697 0.115 -0.037 -0.165
H -2.517098 4.560107 3.780600 0.080 0.117 -0.230
```
Forces are in eV/Å.

Löwdin atomic charge list, values in e, 5 entries: atom 1 (C): -0.01, atom 2 (C): -0.11, atom 3 (C): -0.11, atom 4 (C): 0.05, atom 5 (C): -0.19

- Which formula does entry 1 have?
  C15H12N2O2S

- Which formula does entry 1 have?
  C15H12N2O2S